(1)
{
  "formula": "C5H13NO2",
  "method": "wB97M-V/def2-TZVPD",
  "elements": ["C", "C", "C", "C", "N", "C", "O", "H", "H", "H", "H", "H", "H", "H", "H", "H", "H", "H", "H", "H", "O"],
  "xyz": [[1.93, -2.57, -0.10], [0.54, -1.96, -0.37], [0.51, -0.73, -1.34], [0.36, 0.60, -0.64], [-0.89, 1.20, -0.76], [-2.19, 0.55, -0.81], [1.27, 1.29, -0.19], [2.28, -2.39, 0.91], [2.62, -2.19, -0.86], [1.83, -3.64, -0.24], [-0.06, -2.70, -0.89], [0.06, -1.59, 0.53], [-0.27, -0.85, -2.09], [1.44, -0.67, -1.91], [-0.86, 2.18, -0.91], [-2.62, 0.52, 0.20], [-2.19, -0.45, -1.23], [-2.88, 1.23, -1.32], [-1.04, 4.13, 4.14], [0.37, 3.77, 4.22], [-0.21, 4.27, 3.65]],
  "lowdin_spin": [0.021, 0.060, 0.060, 0.070, 0.025, 0.312, 0.032, 0.003, 0.002, 0.005, 0.028, 0.023, 0.034, 0.008, 0.029, 0.066, 0.041, 0.062, 0.021, 0.016, 0.082],
  "gap_ev": [2.3, 9.0],
  "multiplicity": 2,
  "homo_ev": [1.198, -5.452],
  "e_above_lowest_kj_mol": 157.0,
  "s2": 0.750,
  "energy_ha": -403.482088,
  "total_charge": -1
}

***

(2)
{
  "formula": "C5H13NO2",
  "method": "wB97M-V/def2-TZVPD",
  "elements": ["C", "C", "C", "C", "N", "C", "O", "H", "H", "H", "H", "H", "H", "H", "H", "H", "H", "H", "O", "H", "H"],
  "xyz": [[1.92, 2.77, -0.27], [1.84, 1.50, 0.09], [1.16, 1.01, 1.28], [-0.33, 0.55, 0.94], [-1.24, 1.46, 1.62], [-0.65, -0.99, 1.14], [-1.39, -1.43, 0.03], [2.48, 3.27, -1.06], [1.41, 3.54, 0.35], [2.48, 0.83, -0.50], [0.90, 1.87, 1.95], [1.71, 0.24, 1.84], [-0.50, 0.76, -0.12], [-2.11, 1.66, 1.14], [-1.49, 1.26, 2.58], [0.20, -1.68, 1.23], [-1.21, -1.10, 2.10], [-2.23, -0.97, -0.05], [-0.99, -5.22, -4.84], [-0.31, -4.74, -4.36], [-1.65, -4.57, -5.10]],
  "nbo_charge": [-0.390, -0.189, -0.460, -0.062, -0.859, -0.071, -0.718, 0.203, 0.181, 0.199, 0.232, 0.213, 0.204, 0.363, 0.358, 0.182, 0.150, 0.465, -0.940, 0.470, 0.469],
  "gap_ev": 9.7,
  "smiles": "C=CC[C@H](N)CO.O",
  "homo_ev": -9.004,
  "e_above_lowest_kj_mol": 260.3,
  "energy_ha": -403.477474
}

***

(3)
{
  "formula": "C5H13NO2",
  "method": "wB97M-V/def2-TZVPD",
  "elements": ["C", "C", "N", "C", "C", "C", "O", "H", "H", "H", "H", "H", "H", "H", "H", "H", "H", "H", "O", "H", "H"],
  "xyz": [[-1.02, -1.71, -2.43], [-0.97, -1.17, -0.99], [-0.69, 0.26, -1.01], [-1.02, 1.05, 0.18], [-0.65, 2.49, -0.03], [-0.38, 0.47, 1.43], [0.38, 1.08, 2.16], [-2.05, -1.64, -2.79], [-0.35, -1.13, -3.05], [-0.66, -2.74, -2.51], [-1.96, -1.28, -0.54], [-0.26, -1.74, -0.39], [0.26, 0.49, -1.32], [-2.10, 0.93, 0.33], [0.43, 2.65, -0.07], [-1.04, 3.13, 0.76], [-1.03, 2.86, -0.98], [-0.62, -0.58, 1.65], [4.44, -1.52, 3.15], [4.05, -0.80, 3.67], [5.24, -1.11, 2.77]],
  "nbo_charge": [-0.609, -0.220, -0.621, -0.154, -0.617, 0.430, -0.521, 0.212, 0.208, 0.209, 0.188, 0.167, 0.362, 0.198, 0.215, 0.225, 0.221, 0.108, -0.937, 0.470, 0.466],
  "gap_ev": 9.5,
  "smiles": "CCN[C@H](C)C=O.O",
  "homo_ev": -8.690,
  "e_above_lowest_kj_mol": 164.4,
  "energy_ha": -403.514001
}

***

(4)
{
  "formula": "C5H13NO2",
  "method": "wB97M-V/def2-TZVPD",
  "elements": ["C", "N", "C", "C", "C", "C", "O", "H", "H", "H", "H", "H", "H", "H", "H", "H", "H", "H", "O", "H", "H"],
  "xyz": [[-1.88, -1.15, 0.29], [-0.46, -0.78, 0.01], [-0.41, 0.71, 0.27], [-0.45, 1.42, -1.12], [0.84, 0.90, 1.28], [0.63, 1.96, 2.27], [0.40, 1.74, 3.38], [-2.21, -0.97, 1.36], [-1.77, -2.21, 0.10], [-2.60, -0.29, -0.16], [-0.23, -1.07, -0.88], [-1.33, 1.04, 0.91], [-0.58, 2.53, -0.94], [0.59, 1.57, -1.64], [-1.31, 1.00, -1.74], [0.98, -0.02, 1.85], [1.90, 1.06, 0.78], [0.55, 2.89, 1.75], [2.79, -3.20, -2.66], [2.12, -3.49, -3.20], [2.44, -3.65, -1.93]],
  "nbo_charge": [-0.438, -0.634, -0.040, -0.657, -0.519, 0.445, -0.500, 0.194, 0.219, 0.166, 0.356, 0.196, 0.213, 0.227, 0.228, 0.242, 0.219, 0.081, -0.907, 0.452, 0.455],
  "gap_ev": 9.6,
  "smiles": "CN[C@H](C)CC=O.O",
  "homo_ev": -8.937,
  "e_above_lowest_kj_mol": 396.4,
  "energy_ha": -403.425639
}

***

(5)
{
  "formula": "C5H13NO2",
  "method": "wB97M-V/def2-TZVPD",
  "elements": ["N", "C", "C", "C", "C", "C", "H", "H", "H", "H", "H", "H", "H", "H", "H", "H", "H", "O", "H", "H", "O"],
  "xyz": [[-0.19, -0.49, 1.71], [0.37, -0.02, 0.53], [-0.52, 0.67, -0.38], [3.95, 0.04, -0.73], [2.52, 0.33, -0.55], [1.76, -0.20, 0.41], [-0.80, 0.25, 2.06], [-0.89, -1.20, 1.45], [-0.34, 1.75, -0.41], [-1.54, 0.44, -0.07], [4.36, 0.36, -1.65], [4.54, 0.68, -0.10], [4.17, -1.01, -0.55], [2.00, 0.86, -1.35], [2.23, -0.68, 1.26], [-3.39, -1.28, -1.71], [-4.28, 0.43, 0.91], [-3.43, 0.64, 0.51], [-3.05, -0.12, -0.40], [-0.44, 0.30, -1.39], [-2.69, -0.92, -1.17]],
  "nbo_charge": [-0.890, 0.622, -0.789, -0.695, 0.110, -0.378, 0.423, 0.443, 0.274, 0.338, 0.243, 0.261, 0.252, 0.217, 0.238, 0.452, 0.448, -1.191, 0.482, 0.295, -1.154],
  "gap_ev": 4.7,
  "homo_ev": -7.380,
  "e_above_lowest_kj_mol": 525.9,
  "energy_ha": -403.376309
}

***

(6)
{
  "formula": "C5H13NO2",
  "method": "wB97M-V/def2-TZVPD",
  "elements": ["N", "C", "C", "C", "C", "C", "H", "H", "H", "H", "H", "H", "H", "H", "H", "H", "H", "O", "H", "H", "O"],
  "xyz": [[-0.74, -1.36, 1.02], [0.11, -0.24, 0.60], [-0.59, 1.05, 0.30], [3.80, -0.02, -0.45], [2.46, 0.51, -0.09], [1.46, -0.35, 0.40], [-0.28, -2.11, 0.57], [-1.65, -1.25, 0.48], [-1.17, 1.45, 1.18], [0.17, 1.77, 0.06], [3.78, -1.12, -0.50], [4.64, 0.34, 0.17], [4.01, 0.37, -1.45], [2.36, 1.53, 0.08], [1.67, -1.45, 0.39], [-3.49, 0.16, -0.38], [-3.98, -1.76, -0.69], [-3.17, -1.24, -0.64], [-4.47, 1.51, -0.41], [-1.27, 0.98, -0.53], [-3.64, 1.23, -0.09]],
  "nbo_charge": [-0.708, 0.483, -0.715, -0.678, 0.083, -0.364, 0.370, 0.485, 0.293, 0.202, 0.232, 0.258, 0.251, 0.208, 0.207, 0.511, 0.447, -1.245, 0.450, 0.320, -1.090],
  "gap_ev": 5.2,
  "homo_ev": -7.656,
  "e_above_lowest_kj_mol": 452.8,
  "energy_ha": -403.404136
}

***

(7)
{
  "formula": "C5H13NO2",
  "method": "wB97M-V/def2-TZVPD",
  "elements": ["O", "C", "C", "C", "C", "C", "N", "H", "H", "H", "H", "H", "H", "H", "H", "H", "H", "H", "O", "H", "H"],
  "xyz": [[0.48, 2.06, -2.25], [-0.32, 1.53, -1.16], [0.51, 0.69, -0.20], [0.75, -0.73, -0.78], [0.56, -1.66, 0.42], [0.54, -0.75, 1.66], [-0.10, 0.49, 1.17], [1.25, 1.51, -2.17], [-1.13, 1.02, -1.68], [-0.75, 2.29, -0.49], [1.55, 0.98, -0.02], [1.72, -0.86, -1.25], [0.01, -1.00, -1.53], [-0.45, -2.08, 0.32], [1.19, -2.53, 0.63], [-0.01, -1.17, 2.50], [1.59, -0.55, 1.93], [0.06, 1.30, 1.76], [-2.47, -0.38, 0.05], [-3.27, -0.09, 0.48], [-1.72, -0.05, 0.63]],
  "nbo_charge": [-0.708, -0.075, -0.092, -0.424, -0.422, -0.220, -0.650, 0.456, 0.205, 0.168, 0.185, 0.207, 0.223, 0.223, 0.218, 0.209, 0.165, 0.378, -0.997, 0.464, 0.488],
  "gap_ev": 10.5,
  "smiles": "OC[C@@H]1CCCN1.O",
  "homo_ev": -9.714,
  "e_above_lowest_kj_mol": 165.4,
  "energy_ha": -403.513600
}

***

(8)
{
  "formula": "C5H13NO2",
  "method": "wB97M-V/def2-TZVPD",
  "elements": ["C", "C", "C", "C", "N", "C", "O", "H", "H", "H", "H", "H", "H", "H", "H", "H", "H", "H", "O", "H", "H"],
  "xyz": [[-1.99, -1.88, 1.61], [-1.19, -1.23, 0.75], [0.10, -0.60, 1.22], [0.45, 0.50, 0.24], [0.25, 0.05, -1.18], [1.88, 1.02, 0.41], [1.84, 2.39, -0.03], [-2.90, -2.33, 1.27], [-1.74, -2.02, 2.64], [-1.46, -1.15, -0.27], [0.86, -1.39, 1.31], [-0.03, -0.25, 2.24], [-0.15, 1.42, 0.38], [0.81, 0.53, -1.90], [0.53, -0.92, -1.25], [2.18, 1.02, 1.47], [2.65, 0.47, -0.11], [2.41, 2.98, 0.45], [-1.63, 0.72, -3.41], [-1.28, -0.20, -3.39], [-1.59, 0.87, -2.45]],
  "nbo_charge": [-0.387, -0.179, -0.465, -0.069, -0.877, -0.067, -0.745, 0.196, 0.184, 0.214, 0.213, 0.228, 0.213, 0.384, 0.350, 0.161, 0.168, 0.478, -0.941, 0.460, 0.480],
  "gap_ev": 10.4,
  "smiles": "C=CC[C@H](N)CO.O",
  "homo_ev": -9.610,
  "e_above_lowest_kj_mol": 222.8,
  "energy_ha": -403.491732
}